DFT (the ωB97M-V functional and the def2-TZVPD basis) results for a structure of composition C24H50ClHfNO2P2Si2 in a non-equilibrium geometry.

Values from the calculation:
- HOMO energy: -6.1 eV
- Total charge: 0

Last column: Mulliken charge in e.
Cartesian coordinates (Å):
Hf -0.2348 -0.1600 -0.3049  2.069
C -1.1999 -0.0382 1.9589  -0.887
C -1.6603 1.1484 1.3038  0.019
C -2.4095 0.7031 0.1307  -0.309
Si -1.4076 2.8614 2.0876  -0.253
C -2.4476 -0.7319 0.1232  -0.337
C -1.7090 -1.2116 1.3018  0.155
Si -1.4015 -2.9165 2.0178  -0.242
H -0.6284 -0.0408 2.8889  0.755
H -2.9779 1.3773 -0.5215  0.521
H -3.0042 -1.3705 -0.5765  0.502
Cl 3.4256 1.0256 -3.3687  -0.717
C -1.0555 -2.8535 3.8495  -1.132
C -2.8317 -4.0878 1.7485  -1.045
C -0.9434 2.6903 3.8862  -1.103
C -2.8611 4.0248 1.8593  -1.071
H -3.7204 -3.6501 2.2268  0.381
H -2.6411 -5.0532 2.2419  0.360
H -3.0683 -4.2816 0.6964  0.321
H -0.2032 -2.2022 4.0775  0.335
H -0.8392 -3.8567 4.2417  0.373
H -1.9422 -2.4707 4.3709  0.346
H -3.7502 3.5571 2.3070  0.394
H -3.0946 4.2555 0.8118  0.320
H -2.7073 4.9816 2.3827  0.351
H -1.7192 2.1240 4.4181  0.352
H -0.8405 3.6740 4.3663  0.367
H 0.0203 2.1592 3.9615  0.291
C 0.2192 -3.4031 1.1289  -1.545
C 0.2070 3.4324 1.2280  -1.377
P 0.4470 -2.6757 -0.5254  -0.470
H 0.2668 -4.4965 1.0080  1.002
H 1.0603 -3.0444 1.7506  0.436
P 0.4435 2.6295 -0.4182  0.155
H 1.0592 3.0832 1.8503  0.408
H 0.2141 4.5327 1.1123  0.925
C 2.0984 3.3122 -0.9886  0.953
C -0.8757 3.6361 -1.3275  1.364
C -0.8692 -3.6339 -1.4233  1.662
C 2.0775 -3.3083 -1.1076  0.828
C 3.2269 -2.3007 -0.9599  -1.283
H 1.8961 -3.4756 -2.1841  0.457
C 2.5374 -4.5985 -0.4295  -1.606
H 2.7493 -4.4211 0.6338  0.298
H 3.4752 -4.8936 -0.9170  0.519
H 1.8278 -5.4236 -0.5256  0.326
H 3.0444 -1.3756 -1.5268  0.198
H 4.1440 -2.7706 -1.3566  0.486
H 3.4229 -2.0488 0.0940  0.234
H -1.7876 -3.4328 -0.8455  -0.531
C -0.6371 -5.1498 -1.4430  -1.755
C -1.0375 -3.0994 -2.8407  -1.599
H -0.5551 -5.6077 -0.4489  0.314
H 0.2531 -5.4080 -2.0334  0.355
H -1.5086 -5.6055 -1.9352  0.484
H -1.3645 -2.0540 -2.8859  0.247
H -1.7850 -3.7196 -3.3516  0.511
H -0.0976 -3.1640 -3.4060  0.322
H -1.8066 3.4148 -0.7770  -0.588
C -1.0288 3.1845 -2.7775  -1.318
C -0.6318 5.1509 -1.3172  -1.767
H -0.5385 5.5952 -0.3191  0.316
H -1.4903 5.6351 -1.8075  0.481
H 0.2645 5.3922 -1.9064  0.362
H -1.3590 2.1476 -2.8944  0.174
H -0.0802 3.2900 -3.3187  0.304
H -1.7591 3.8492 -3.2574  0.487
C 3.3278 2.3982 -0.7583  -1.111
C 2.5458 4.5998 -0.3245  -1.733
H 1.9274 3.4541 -2.0695  0.364
H 2.7914 4.3743 0.7186  0.289
H 1.8098 5.3949 -0.3882  0.360
H 3.4624 4.9063 -0.8411  0.550
H 3.4874 2.1086 0.3030  0.243
H 4.2086 2.8262 -1.2796  0.513
H 3.2222 1.4229 -1.3110  -0.345
C 0.2617 -0.0236 -2.9145  -0.888
H -0.4965 -0.0229 -1.9139  0.389
H 0.1162 0.1664 -4.1005  0.021
H 0.3643 -1.0836 -3.2147  -0.030
O 1.9022 0.8217 2.9153  -0.288
N 1.9269 -0.1723 2.2030  0.115
O 1.2725 -0.0032 0.9383  -0.333